Entry 1:
Here is C6H11NO in the gas phase in a non-equilibrium geometry from OMol25. Energies are from ωB97M-V/def2-TZVPD.

Structure (ORCA input):
```
! RIJCOSX wB97M-V def2-TZVPD def2/J DEFGRID3
* xyz 0 1
C -1.8288 0.9659 -0.0006
C 0.0529 -1.9344 -1.0835
C -0.3393 -1.1029 0.1230
O -0.6021 0.3484 -0.3823
N -1.1626 -1.4887 1.0393
H -1.2300 -2.5013 1.0793
H -2.1901 0.6365 0.9737
H -2.6067 0.7596 -0.7388
H -1.6364 2.0403 0.0324
H 0.4552 -2.8963 -0.7604
H -0.8297 -2.1026 -1.7035
H 0.8104 -1.4272 -1.6797
C 1.5961 2.1136 0.1484
C 1.2358 0.7356 0.4379
C 1.2859 -0.4542 0.8269
H 1.5640 2.3146 -0.9239
H 2.6187 2.2885 0.4963
H 0.9426 2.8159 0.6709
H 1.8642 -1.1113 1.4446
*
```

Properties
energy relative to the best compared isomer or geometry (same formula, charge and spin)	5.611	eV
E_HOMO (alpha / beta)	-7.79 / -7.79	eV
LUMO energy (alpha / beta)	0.0232 / 0.0232	Eh

Atomic partial charges in e from the Löwdin method, atoms 1 to 8:
1. C -0.10
2. C -0.03
3. C -0.56
4. O -0.23
5. N 0.10
6. H 0.05
7. H 0.07
8. H 0.08

Entry 2:
Here is a molecular structure, C30H21Br3F4N3OPReS3Sb in a non-equilibrium geometry from OMol25. Energies are from ωB97M-V/def2-TZVPD.

Structure (ORCA input):
```
! RIJCOSX wB97M-V def2-TZVPD def2/J DEFGRID3
* xyz 2 3
Re -0.4951 -0.4366 -1.0545
Br -3.5754 4.2044 3.0457
C -2.7331 2.9204 1.9709
C -2.2128 1.7596 2.5237
C -1.5649 0.8763 1.6881
N -1.4269 1.0682 0.3738
C -2.0002 2.1575 -0.1747
C -2.6320 3.1133 0.6005
C -1.9342 2.2350 -1.6383
C -2.5747 3.2107 -2.3809
C -2.4928 3.1715 -3.7677
Br -3.3810 4.4603 -4.7966
C -1.7466 2.1699 -4.3736
C -1.1208 1.2462 -3.5636
N -1.2293 1.2572 -2.2336
H -2.3045 1.5572 3.5811
H -1.1491 -0.0317 2.0966
H -3.0522 4.0032 0.1571
H -3.1380 3.9967 -1.9022
H -1.6441 2.1086 -5.4475
H -0.5033 0.4739 -4.0163
F 0.3546 -4.3391 5.3558
C 0.5152 -3.5406 4.3286
C 1.6702 -2.7837 4.2021
F 2.6192 -2.8582 5.1098
C 1.8122 -1.9416 3.1127
F 2.9246 -1.2198 3.0346
C 0.8325 -1.8191 2.1228
P 1.2405 -0.7249 0.6974
C 2.8277 -1.4303 0.1596
C 4.0259 -0.7432 0.3423
C 5.2127 -1.3020 -0.1056
C 5.2138 -2.5374 -0.7345
C 4.0258 -3.2413 -0.8797
C 2.8358 -2.6961 -0.4254
C 1.5672 0.9017 1.4435
C 2.1391 1.8981 0.6464
C 2.3934 3.1544 1.1710
C 2.0674 3.4374 2.4900
C 1.4990 2.4537 3.2845
C 1.2506 1.1916 2.7694
C -0.3200 -2.5917 2.2782
Br -1.7549 -2.5027 1.0554
C -0.4762 -3.4362 3.3644
F -1.5838 -4.1483 3.4976
H 4.0408 0.2122 0.8449
H 6.1392 -0.7667 0.0539
H 6.1433 -2.9611 -1.0901
H 4.0340 -4.2231 -1.3352
H 1.9183 -3.2677 -0.4969
H 2.3964 1.6877 -0.3796
H 2.8608 3.9074 0.5502
H 2.2676 4.4184 2.8996
H 1.2610 2.6615 4.3196
H 0.8307 0.4346 3.4204
S 0.3699 -1.2771 -5.4562
Sb 1.6325 -1.9087 -3.6905
S 1.4496 0.1938 -2.1989
S -0.2908 -2.4364 -2.0802
C -3.2935 -1.4459 -3.6191
C -3.6187 -1.0731 -2.2038
N -4.9046 -1.0917 -1.8621
O -2.7650 -0.7600 -1.3458
H -3.5019 -2.5087 -3.7574
H -2.2455 -1.2839 -3.8522
H -3.9179 -0.8859 -4.3153
H -5.6168 -1.3788 -2.5134
H -5.1707 -0.9490 -0.9008
*
```

Properties
⟨S²⟩	2.0323
energy relative to the best compared isomer or geometry (same formula, charge and spin)	0.410	eV
E_HOMO (alpha / beta)	-13.17 / -13.32	eV
LUMO energy (alpha / beta)	-0.2701 / -0.2810	Eh

Atomic partial charges in e from the Löwdin method, atoms 1 to 8:
1. Re 0.79
2. Br 0.88
3. C -0.65
4. C -0.06
5. C -0.14
6. N -0.01
7. C -0.18
8. C -0.02

Entry 3:
Here is a molecular structure, C42H52BrINO4PSc from OMol25. Energies are from ωB97M-V/def2-TZVPD.

Structure (ORCA input):
```
! RIJCOSX wB97M-V def2-TZVPD def2/J DEFGRID3
* xyz 1 1
Sc 0.4423 0.5947 -0.6854
O 4.3307 0.1382 -2.6024
C 3.4292 0.8714 -2.7632
O 1.6191 -1.0143 -1.6921
C 2.3561 1.5951 -3.0345
C 2.1950 2.2935 -4.3189
C 1.5560 3.4708 -4.2736
C 1.0249 3.9653 -3.0292
C 0.8607 3.1157 -1.9852
N 1.3568 1.8154 -2.0238
C 0.1944 3.4485 -0.6987
O -1.2902 4.2039 -1.1597
O -0.2480 2.2980 -0.1223
H 2.6126 1.8828 -5.2273
H 1.4193 4.0497 -5.1785
H 0.6744 4.9859 -2.9518
C -4.1375 2.8103 -3.1884
C -3.1595 2.9088 -2.0085
C -2.0950 3.9387 -2.3335
C -2.6088 1.5425 -1.6777
C -1.7998 0.8384 -2.5525
C -1.4126 -0.4973 -2.3243
C -0.9706 -1.2170 -3.6099
C -2.2661 -1.5890 -4.3588
C -0.0199 -2.4347 -3.5904
C -1.7001 -1.0674 -1.0535
C -2.5486 -0.3543 -0.1684
C -3.0025 0.9110 -0.5084
C -3.0816 -0.9902 1.0979
C -4.3823 -1.7417 0.7828
C -3.3246 0.0193 2.2218
C -1.2824 -2.4743 -0.6891
C -2.0457 -3.5031 -1.2408
C -1.7334 -4.8375 -1.0519
C -0.6216 -5.1801 -0.2968
C 0.1242 -4.1776 0.2993
C -0.1958 -2.8236 0.1466
P 0.7973 -1.5498 1.0314
C 0.8123 -1.9097 2.8827
C 1.1083 -3.3586 3.2671
C 1.8331 -0.9640 3.5334
C -0.5592 -1.5357 3.4407
C 2.5778 -1.6849 0.3873
C 3.4834 -2.7617 0.9848
C 2.4959 -1.9820 -1.1008
C 3.2197 -0.2953 0.5840
H -4.6089 3.7747 -3.3796
H -4.9205 2.0850 -2.9700
H -3.6248 2.4933 -4.0991
H -3.7105 3.2672 -1.1363
H -1.4424 3.6126 -3.1438
H -1.0555 5.1355 -1.0846
H -2.5702 4.8773 -2.6174
H -1.5030 1.2890 -3.4944
H -0.4892 -0.4453 -4.2164
H -2.7758 -2.4195 -3.8701
H -2.0269 -1.8951 -5.3775
H -2.9543 -0.7450 -4.4071
H 0.0583 -2.9273 -2.6251
H 0.9835 -2.1616 -3.9293
H -0.3691 -3.1817 -4.3027
H -3.6645 1.4353 0.1676
H -2.3503 -1.7228 1.4310
H -5.1352 -1.0495 0.4002
H -4.7748 -2.2038 1.6895
H -4.2282 -2.5241 0.0403
H -4.2295 0.6010 2.0388
H -2.4918 0.7148 2.3325
H -3.4694 -0.5042 3.1670
H -2.9029 -3.2424 -1.8480
H -2.3496 -5.6040 -1.5028
H -0.3448 -6.2165 -0.1582
H 0.9770 -4.4528 0.9039
H 2.0500 -3.7264 2.8644
H 0.3034 -4.0249 2.9573
H 1.1766 -3.4111 4.3564
H 2.8640 -1.2195 3.3023
H 1.7176 -1.0385 4.6173
H 1.6454 0.0742 3.2579
H -1.3385 -2.2053 3.0809
H -0.8171 -0.5044 3.2040
H -0.5273 -1.6339 4.5287
H 3.0804 -3.7619 0.8224
H 3.6432 -2.6208 2.0491
H 4.4617 -2.7178 0.4991
H 2.1082 -2.9871 -1.2794
H 3.4911 -1.8896 -1.5375
H 1.6576 -1.0504 -2.6568
H 3.3791 -0.0685 1.6354
H 2.6675 0.5707 0.1844
H 4.1915 -0.2696 0.0858
Br -0.0366 4.8836 5.2849
C 1.6867 4.1005 5.2688
C 2.5339 4.3790 6.3322
C 3.8041 3.8276 6.3696
C 4.2284 2.9955 5.3444
C 3.3801 2.7194 4.2843
C 2.1050 3.2693 4.2352
I 0.8941 2.8367 2.5780
H 2.1907 5.0285 7.1251
H 4.4611 4.0516 7.1989
H 5.2211 2.5663 5.3643
H 3.7128 2.0825 3.4747
*
```

Properties
energy relative to the best compared isomer or geometry (same formula, charge and spin)	0.909	eV
E_HOMO	-8.35	eV
LUMO energy	-0.0874	Eh

Atomic partial charges in e from the Löwdin method, atoms 1 to 8:
1. Sc 0.89
2. O 0.15
3. C -0.13
4. O -0.17
5. C -0.26
6. C -0.05
7. C -0.09
8. C -0.07

Entry 4:
Here is a molecular structure, C37H43N11O2P2STi from OMol25. Energies are from ωB97M-V/def2-TZVPD.

Structure (ORCA input):
```
! RIJCOSX wB97M-V def2-TZVPD def2/J DEFGRID3
* xyz 1 2
Ti 0.7515 -0.5567 -0.6330
C 3.9959 1.2669 -3.2164
C 2.8260 0.9604 -2.3385
N 2.2526 -0.1933 -2.2603
N 2.7563 -1.1732 -3.0573
C 2.0056 -2.2454 -3.0915
N 2.4200 -3.2532 -3.8812
S 0.5156 -2.4469 -2.2381
C 2.2308 2.0129 -1.5136
C 2.6370 3.3427 -1.6002
C 1.9564 4.3120 -0.8877
C 0.8765 3.9348 -0.1045
C 0.5592 2.5930 -0.0358
N 1.2209 1.6426 -0.7011
H 4.3024 0.3774 -3.7529
H 4.8308 1.6230 -2.6086
H 3.7479 2.0485 -3.9376
H 3.3270 -3.1846 -4.3108
H 1.9653 -4.1454 -3.8259
H 3.4696 3.6072 -2.2341
H 2.2607 5.3485 -0.9483
H 0.2974 4.6494 0.4637
H -0.2525 2.2558 0.5925
C -1.3966 1.9500 4.0829
N -1.2987 1.1375 2.8612
P 0.1761 0.3336 2.4329
C 1.4250 1.1979 3.4466
C 2.2568 2.1339 2.8366
C 3.2091 2.8237 3.5731
C 3.3487 2.5741 4.9288
C 2.5433 1.6246 5.5445
C 1.5917 0.9386 4.8083
C 0.1014 -1.2779 3.2987
C -1.0975 -1.8548 3.6990
C -1.1263 -3.1464 4.2167
C 0.0490 -3.8757 4.3254
C 1.2520 -3.3047 3.9260
C 1.2831 -2.0153 3.4173
P -2.6329 0.8610 1.8349
C -3.3252 2.5302 1.4917
C -3.1378 3.0554 0.2137
C -3.6283 4.3088 -0.1262
C -4.3261 5.0530 0.8134
C -4.5439 4.5327 2.0829
C -4.0554 3.2788 2.4154
C -3.9962 0.2412 2.8975
C -5.1191 -0.2055 2.1954
C -6.2147 -0.7366 2.8564
C -6.2052 -0.8374 4.2426
C -5.1016 -0.3915 4.9525
C -4.0063 0.1475 4.2859
H -1.1558 1.3692 4.9751
H -2.4110 2.3324 4.1868
H -0.7174 2.8019 4.0425
H 2.1879 2.3067 1.7713
H 3.8540 3.5409 3.0826
H 4.0958 3.1053 5.5037
H 2.6627 1.4126 6.5988
H 0.9825 0.1890 5.2970
H -2.0211 -1.3047 3.5958
H -2.0663 -3.5744 4.5442
H 0.0308 -4.8807 4.7259
H 2.1729 -3.8666 4.0087
H 2.2230 -1.5852 3.0975
H -2.6170 2.4625 -0.5298
H -3.4768 4.6991 -1.1247
H -4.7132 6.0294 0.5542
H -5.1013 5.1038 2.8136
H -4.2570 2.8748 3.4010
H -5.1407 -0.1141 1.1127
H -7.0788 -1.0675 2.2946
H -7.0578 -1.2515 4.7637
H -5.0924 -0.4516 6.0330
H -3.1664 0.5069 4.8656
C -2.8223 1.3255 -3.3280
N -3.1983 0.2746 -2.3940
C -4.5806 -0.1836 -2.3633
C -2.2544 -0.2235 -1.5633
N -1.0641 0.2767 -1.4376
N -2.6471 -1.3228 -0.8333
C -1.9430 -1.9752 0.1630
N -2.7160 -2.8472 0.8739
N -0.6873 -1.8061 0.3391
H -3.6224 1.4534 -4.0508
H -1.9206 1.0475 -3.8759
H -2.6628 2.2822 -2.8223
H -5.1928 0.5214 -2.9170
H -4.9649 -0.2099 -1.3424
H -4.7018 -1.1662 -2.8284
H -0.9433 1.1090 -1.9999
H -3.5267 -1.7437 -1.0770
H -3.6740 -2.5777 1.0440
H -2.2669 -3.2655 1.6764
H -0.3197 -2.3409 1.1226
O 3.5876 -0.4647 1.5202
N 3.0886 -0.6166 0.4580
O 2.1449 -1.5661 0.4063
*
```

Properties
⟨S²⟩	0.7550
energy relative to the best compared isomer or geometry (same formula, charge and spin)	0.087	eV
E_HOMO (alpha / beta)	-9.97 / -10.03	eV
LUMO energy (alpha / beta)	-0.0923 / -0.0994	Eh

Atomic partial charges in e from the Löwdin method, atoms 1 to 8:
1. Ti 0.74
2. C -0.01
3. C -0.27
4. N -0.06
5. N 0.00
6. C -0.83
7. N 0.09
8. S 0.68

Q: Which formula does entry 2 have?
A: C30H21Br3F4N3OPReS3Sb

Q: The lowest energy relative to the best compared isomer or geometry (same formula, charge and spin) belongs to which entry?
A: C37H43N11O2P2STi